Entry 1:
Entry from the Open Molecules 2025 dataset: an isolated molecule of C4H6N2O2 (wB97M-V/def2-TZVPD).

Calculated total energy, eV: -11318.7558
Gap between HOMO and LUMO, eV: 10.110
HOMO, eV: -9.4

Each line ends with the Löwdin charge.
Positions of all 14 atoms, in Å:
C: -1.653 -0.629 -0.609  -0.015
N: 1.869 0.249 0.728  0.223
N: 0.586 -0.285 -1.630  0.167
C: 1.198 1.398 0.645  -0.418
C: 0.390 0.143 0.655  -0.381
C: -0.198 -0.281 -0.638  -0.343
O: -0.242 -0.361 1.778  0.057
O: 1.249 2.583 0.653  0.136
H: 0.135 0.036 2.571  0.115
H: 2.547 -0.171 0.115  0.133
H: 0.155 -0.553 -2.511  0.064
H: -1.817 -1.416 0.124  0.086
H: -1.994 -0.954 -1.589  0.081
H: -2.226 0.241 -0.292  0.095

---

Entry 2:
Entry from the Open Molecules 2025 dataset: the ion C24H17F4N2O with charge +1 at a distorted geometry (wB97M-V/def2-TZVPD).

Calculated total energy, eV: -41048.1938
Gap between HOMO and LUMO, eV: 4.295
HOMO, eV: -12.4
Total charge: +1

Each line ends with the Löwdin charge.
Positions of all 48 atoms, in Å:
F: -3.346 3.768 -3.790  0.061
C: -3.185 2.477 -3.317  -0.189
C: -4.328 1.678 -3.221  0.099
C: -4.096 0.381 -2.746  -0.192
F: -5.155 -0.514 -2.758  0.057
C: -2.857 -0.044 -2.261  0.052
C: -1.787 0.858 -2.188  -0.163
C: -0.566 0.444 -1.345  -0.112
C: 0.783 0.945 -1.872  -0.145
C: 1.756 0.013 -2.258  0.066
C: 2.960 0.460 -2.811  -0.196
F: 3.930 -0.471 -3.138  0.057
C: 3.244 1.808 -3.027  0.099
C: 2.250 2.705 -2.642  -0.196
F: 2.450 4.045 -2.922  0.056
C: 1.050 2.304 -2.033  0.021
C: -1.911 2.051 -2.912  0.053
H: -5.318 2.032 -3.501  0.146
H: -2.698 -1.086 -1.991  0.141
H: -0.538 -0.623 -1.341  0.102
H: 1.563 -1.054 -2.191  0.132
H: 4.196 2.139 -3.444  0.149
H: 0.300 3.054 -1.786  0.120
H: -1.034 2.623 -3.201  0.116
O: 0.127 -1.895 -0.271  0.056
C: 0.111 -1.339 0.858  -0.201
C: 0.582 -2.153 2.040  -0.103
C: 1.327 -1.615 3.106  -0.170
C: 1.772 -2.459 4.135  -0.012
C: 1.499 -3.824 4.108  -0.038
C: 0.805 -4.362 3.018  -0.049
C: 0.380 -3.539 1.985  -0.002
C: 1.645 -0.148 3.174  -0.133
C: 0.397 0.719 3.381  -0.145
C: -0.774 0.395 2.448  -0.102
C: -0.418 0.007 1.059  -0.088
N: -0.814 0.847 0.083  -0.074
N: -1.391 1.936 0.351  0.461
H: 2.335 -2.019 4.967  0.124
H: 1.837 -4.462 4.924  0.118
H: 0.592 -5.425 2.965  0.115
H: -0.126 -3.956 1.115  0.125
H: 2.317 -0.008 4.028  0.122
H: 2.176 0.177 2.269  0.131
H: 0.040 0.570 4.407  0.129
H: 0.676 1.776 3.293  0.124
H: -1.303 -0.480 2.856  0.151
H: -1.454 1.262 2.398  0.122

---

Entry 3:
Entry from the Open Molecules 2025 dataset: a structure of composition C27H52IrN4SSbSi3 (wB97M-V/def2-TZVPD).

Calculated total energy, eV: -78626.8852
⟨S²⟩: 0.78
2S+1: 2
Gap between HOMO and LUMO (spin up / spin down), eV: 6.952 / 5.266
HOMO (spin up / spin down), eV: -16.3 / -16.3
Total charge: +3

Each line ends with the Löwdin charge.
Positions of all 89 atoms, in Å:
Ir: 0.278 -0.909 1.077  1.075
C: 1.360 -3.709 0.999  -0.129
C: 0.932 -3.441 2.431  -0.127
N: -0.175 -2.446 2.474  -0.157
C: -1.552 -2.998 2.320  -0.198
C: -1.897 -3.379 0.892  -0.338
S: -1.344 -2.071 -0.273  0.784
C: -0.247 -2.964 -1.441  -0.345
C: 1.224 -2.653 -1.213  -0.221
N: 1.485 -2.438 0.222  -0.192
H: 2.314 -4.239 0.993  0.147
H: 0.647 -4.353 0.491  0.109
H: 0.639 -4.367 2.930  0.150
H: 1.755 -3.012 2.999  0.115
H: -0.157 -1.987 3.384  0.141
H: -1.668 -3.865 2.975  0.149
H: -2.234 -2.225 2.675  0.119
H: -1.467 -4.327 0.578  0.090
H: -2.978 -3.458 0.785  0.102
H: -0.491 -4.020 -1.342  0.099
H: -0.551 -2.665 -2.443  0.068
H: 1.846 -3.462 -1.606  0.154
H: 1.513 -1.733 -1.715  0.101
H: 2.455 -2.115 0.280  0.078
C: 3.310 -0.711 2.208  -0.135
N: 1.909 -0.192 2.139  -0.119
C: 1.599 0.680 3.075  -0.054
C: 0.265 1.030 3.234  -0.326
C: -0.458 1.767 4.189  0.016
C: -1.797 1.577 3.893  -0.041
C: -1.850 0.736 2.772  -0.172
N: -0.614 0.404 2.368  -0.180
C: 4.154 -0.751 0.955  -0.248
C: 4.755 -1.955 0.577  -0.065
C: 5.590 -2.015 -0.532  -0.048
C: 5.849 -0.865 -1.261  -0.046
C: 5.299 0.347 -0.861  -0.043
C: 4.467 0.404 0.247  -0.039
H: 3.278 -1.720 2.627  0.105
H: 3.822 -0.104 2.958  0.135
H: 2.372 1.075 3.727  0.156
H: -0.040 2.347 4.996  0.134
H: -2.645 1.988 4.415  0.125
H: -2.728 0.361 2.270  0.076
H: 4.610 -2.846 1.182  0.117
H: 6.065 -2.949 -0.802  0.120
H: 6.515 -0.903 -2.113  0.122
H: 5.551 1.254 -1.394  0.119
H: 4.106 1.360 0.598  0.099
C: -2.345 -0.971 -3.724  -0.195
Si: -1.135 0.417 -3.444  0.422
C: -1.686 1.971 -4.284  -0.179
C: 0.640 0.038 -3.850  -0.197
Sb: -1.105 0.995 -0.752  1.019
Si: -3.709 1.340 -0.219  0.398
C: -3.856 2.691 1.047  -0.191
C: -4.381 1.934 -1.842  -0.202
C: -4.359 -0.355 0.224  -0.209
Si: 0.212 3.299 -0.416  0.392
C: -0.272 4.312 -1.894  -0.197
C: 1.983 2.772 -0.391  -0.222
C: -0.398 3.980 1.196  -0.182
H: -2.112 -1.469 -4.670  0.061
H: -3.357 -0.576 -3.823  0.039
H: -2.363 -1.726 -2.940  -0.008
H: -1.591 1.770 -5.358  0.069
H: -1.065 2.837 -4.070  0.018
H: -2.728 2.219 -4.100  0.027
H: 0.762 -0.053 -4.933  0.062
H: 0.996 -0.891 -3.410  0.002
H: 1.291 0.850 -3.519  0.038
H: -3.814 3.655 0.535  0.050
H: -3.090 2.681 1.820  -0.002
H: -4.831 2.636 1.540  0.063
H: -3.877 2.839 -2.184  0.036
H: -5.429 2.205 -1.676  0.067
H: -4.361 1.185 -2.632  0.024
H: -3.737 -0.892 0.941  -0.013
H: -4.439 -0.963 -0.680  0.042
H: -5.360 -0.276 0.655  0.062
H: 0.264 4.002 -2.791  0.035
H: 0.012 5.350 -1.691  0.063
H: -1.344 4.313 -2.092  0.036
H: 2.345 2.475 -1.376  0.044
H: 2.093 1.926 0.286  -0.018
H: 2.619 3.585 -0.031  0.063
H: -1.394 4.414 1.099  0.039
H: 0.273 4.777 1.531  0.062
H: -0.425 3.219 1.975  0.003

---

Entry 4:
Entry from the Open Molecules 2025 dataset: a cluster of 2 separate species, C10H15NO in total at a distorted geometry (wB97M-V/def2-TZVPD).

Calculated total energy, eV: -14144.6636
Gap between HOMO and LUMO (spin up / spin down), eV: 7.449 / 6.451
HOMO (spin up / spin down), eV: -7.6 / -6.8

Each line ends with the Löwdin charge.
Positions of all 27 atoms, in Å:
C: -0.134 0.986 -3.083  0.015
C: 2.854 0.493 -0.173  -0.067
C: -0.386 1.308 -1.856  -0.142
C: 2.135 -0.163 0.715  -0.081
C: -0.956 1.484 1.127  -0.401
C: -1.065 -1.887 -0.124  -0.109
C: -0.597 -1.171 -1.421  -0.159
C: -0.387 -0.914 0.910  -0.157
C: -0.619 0.232 -1.011  -0.232
C: -0.261 1.455 2.485  0.027
N: -0.768 0.307 0.373  -0.023
O: -1.272 2.493 0.557  0.097
H: 0.242 1.569 -3.875  0.054
H: -0.174 -0.090 -3.180  0.035
H: 3.918 0.776 -0.018  0.053
H: 2.570 0.680 -1.239  0.055
H: -0.582 2.401 -1.603  0.138
H: 2.542 -0.628 1.630  0.069
H: -2.154 -1.810 -0.120  0.112
H: -0.896 -2.952 -0.058  0.100
H: 0.316 -1.494 -1.854  0.102
H: -1.315 -1.411 -2.353  0.165
H: -0.776 -1.158 1.893  0.112
H: 1.076 -0.677 0.610  0.018
H: 0.661 1.961 2.304  0.090
H: -0.189 0.419 2.836  0.069
H: -0.842 1.905 3.216  0.059

---

> Among the records above, which one has the lowest calculated total energy?

C27H52IrN4SSbSi3

---

> Which of these has the highest calculated total energy?

C4H6N2O2